No. 1
Density functional theory data (ωB97M-V/def2-TZVPD) for a molecular structure, C8H24FKO4 at a distorted geometry.

Positions of all 38 atoms, in Å:
K: -1.74425 2.88361 -1.33981
F: -0.19307 1.51644 -0.78892
C: 1.47626 0.10835 1.13870
C: 2.36290 1.32702 0.74232
O: 1.97288 1.69136 -0.57886
H: 1.53588 -0.13186 2.20022
H: 1.78283 -0.79064 0.60396
H: 0.39031 0.18940 1.09141
H: 3.42161 1.07400 0.68561
H: 2.13179 2.23848 1.29361
H: 1.02573 1.77622 -0.71044
C: -2.91907 1.05165 2.36101
C: -1.63567 0.97175 1.55589
O: -1.41786 2.11250 0.79162
H: -2.94577 0.26689 3.11701
H: -3.72414 0.93154 1.63608
H: -2.92204 2.05542 2.78592
H: -1.81893 0.19127 0.81740
H: -0.80523 0.73605 2.22142
H: -0.81220 1.78754 0.12141
C: -1.43452 -2.38152 0.07483
C: -0.55086 -1.15062 0.15654
O: -1.10893 -0.18313 -0.76591
H: -1.29708 -2.82644 -0.91069
H: -2.47345 -2.05893 0.14309
H: -1.03925 -3.06827 0.82332
H: 0.44150 -1.47821 -0.15333
H: -0.52305 -0.80792 1.19089
H: -0.65130 0.65976 -0.72452
C: 1.36570 -1.97764 -2.02023
C: 1.70126 -0.46547 -2.10488
O: 1.22038 0.04269 -3.23848
H: 0.35014 -2.20414 -1.69556
H: 1.84815 -2.24167 -1.07915
H: 1.68422 -2.66418 -2.80465
H: 2.73795 -0.15318 -1.97897
H: 1.07792 0.01056 -1.34796
H: 1.48943 0.96144 -3.31004

## Properties
**Molar mass**: 242.372 g/mol
**Maximum force**: 0.236 Eh/bohr
**E_HOMO**: -8.485 eV
**ΔE to the lowest compared entry with this formula, charge and spin**: 205.16 kcal per mole
**Gap between HOMO and LUMO**: 7.801 eV

Atom charges from the Mulliken analysis, given in e for atoms 1 to 2: atom 1 (K): 1.08, atom 2 (F): -0.92

***

No. 2
Density functional theory data (ωB97M-V/def2-TZVPD) for a molecular structure, C33H57InN3O4Si at a distorted geometry.

Positions of all 99 atoms, in Å:
O: 2.07952 2.21216 -1.93333
O: 5.07614 1.64428 -0.94389
C: 2.16148 2.19514 -3.47683
C: 1.00815 2.95752 -4.06861
H: 2.17110 1.13443 -3.73713
H: 3.14542 2.61791 -3.67270
H: 0.04305 2.55821 -3.74350
H: 1.04883 2.84362 -5.15506
H: 1.06763 4.02478 -3.82878
C: 2.37578 3.50519 -1.20235
C: 3.48630 4.23567 -1.88314
H: 2.65960 3.15264 -0.21122
H: 1.43247 4.06039 -1.17824
H: 4.41636 3.66168 -1.84656
H: 3.65711 5.16789 -1.33603
H: 3.25472 4.52745 -2.91147
C: 5.30807 1.64812 0.46660
C: 5.90103 0.83253 -1.78173
C: 5.83833 2.99598 0.90368
H: 6.00826 0.84565 0.75105
H: 4.32715 1.43586 0.92137
H: 6.81725 3.17550 0.44748
H: 5.97032 3.01044 1.98627
H: 5.15788 3.80610 0.62045
C: 7.16672 1.55815 -2.18815
H: 5.27199 0.60489 -2.65333
H: 6.13992 -0.11376 -1.27062
H: 6.94862 2.56141 -2.56820
H: 7.68148 0.99637 -2.96759
H: 7.84630 1.64157 -1.33494
H: 1.28633 1.68303 -1.61253
N: -1.67419 -1.08817 -0.88381
C: -1.97868 -2.31919 -0.47272
C: -1.32222 -3.00013 0.56777
C: -0.52584 -2.49138 1.59971
C: -3.08448 -3.03465 -1.19942
H: -2.80309 -3.22760 -2.24599
H: -4.01243 -2.44759 -1.18661
H: -3.26934 -3.99168 -0.70478
C: -0.07619 -3.42928 2.68949
H: -0.55329 -3.18101 3.64994
H: 1.01729 -3.39854 2.81880
H: -0.36679 -4.44913 2.41855
N: -0.20559 -1.19163 1.72378
C: -2.36242 -0.43251 -1.95466
C: -1.83480 -0.46502 -3.26633
C: -0.57960 -1.21434 -3.60492
C: -2.52467 0.18500 -4.28896
H: -2.11664 0.13309 -5.30063
C: -3.70895 0.86681 -4.02135
H: -4.23363 1.37183 -4.82899
C: -4.22594 0.90586 -2.72810
H: -5.15571 1.43313 -2.49957
C: -3.56981 0.25158 -1.68902
C: -4.12406 0.28360 -0.30263
C: -0.00997 -0.60297 3.00000
C: 1.29246 -0.33557 3.47140
C: 2.49803 -0.77727 2.69551
C: 1.43854 0.26054 4.72258
H: 2.44952 0.47090 5.08141
C: 0.32251 0.57377 5.49502
H: 0.45281 1.05548 6.46241
C: -0.96233 0.27101 5.04400
H: -1.84698 0.49915 5.64230
C: -1.14127 -0.34292 3.80751
C: -2.50824 -0.72392 3.33253
In: 0.21742 -0.17133 -0.17978
H: 0.22464 -0.52440 -3.90511
H: -0.75604 -1.89160 -4.45608
H: -0.21229 -1.82120 -2.77151
H: -4.28264 -0.72316 0.10869
H: -5.09262 0.79700 -0.31460
H: -3.46250 0.83743 0.37340
H: 3.36440 -0.17070 2.99084
H: 2.37867 -0.66521 1.60896
H: 2.75506 -1.83196 2.89350
H: -2.68007 -0.37775 2.30667
H: -3.26148 -0.25377 3.97503
H: -2.68051 -1.81111 3.36782
H: -1.55063 -4.06297 0.64053
C: 2.07950 -0.47673 -1.32757
Si: 2.69712 -2.25443 -1.42853
H: 2.00690 -0.08955 -2.34707
H: 2.83325 0.12853 -0.81099
C: 3.52245 -2.53680 -3.10085
C: 1.35144 -3.56784 -1.31686
C: 3.93362 -2.65679 -0.06848
H: 4.58350 -1.80219 0.16084
H: 4.58224 -3.48897 -0.38511
H: 3.43694 -2.97248 0.86085
H: 2.86949 -2.20717 -3.92025
H: 3.73068 -3.60587 -3.25257
H: 4.47361 -1.99373 -3.18118
H: 0.45253 -3.32886 -1.89231
H: 1.03771 -3.76233 -0.28333
H: 1.73599 -4.51658 -1.72543
O: -1.38324 1.32222 0.76257
N: -0.62363 2.32632 0.71333
O: 0.58186 2.00810 0.34803

## Properties
**Molar mass**: 702.740 g/mol
**Net charge**: +1
**Maximum force**: 0.058 Eh/bohr
**E_HOMO**: -10.279 eV
**ΔE to the lowest compared entry with this formula, charge and spin**: 0.00 kcal per mole
**Gap between HOMO and LUMO**: 7.745 eV

Atom charges from the Mulliken analysis, given in e for atoms 1 to 2: atom 1 (O): 0.58, atom 2 (O): 0.25

***

No. 3
Density functional theory data (ωB97M-V/def2-TZVPD) for 23 unconnected molecules or ions with the total composition C37H51Cl66O2S at a distorted geometry.

Positions of all 157 atoms, in Å:
C: -6.19915 6.25567 -0.22183
C: -5.46279 5.13847 -1.22458
C: -4.81974 3.73738 -0.63422
C: -5.41096 5.54722 -2.67902
C: -5.17729 4.33831 -3.81115
C: -6.05215 4.58216 -5.18893
C: -5.74821 3.50341 -6.38730
C: -6.46598 3.92808 -7.83672
C: -4.15138 3.13374 -6.58444
C: -3.67797 1.85275 -5.61938
S: -2.15869 2.29944 -4.55294
C: -2.04283 1.17491 -3.04607
C: -3.48270 0.60820 -2.50457
C: -3.81411 -0.89976 -3.11971
C: -5.19835 -1.49800 -2.39736
O: -6.28733 -0.48221 -2.33771
C: -7.16078 -0.58272 -3.51725
O: -6.61577 -0.51171 -4.75970
H: -5.62318 7.26414 -0.41692
H: -6.07937 5.90187 0.89117
H: -7.32765 6.27612 -0.56183
H: -3.63166 3.74695 -0.71239
H: -5.23911 2.77170 -1.18762
H: -5.06611 3.71083 0.53234
H: -5.48162 6.67052 -3.04634
H: -4.03367 4.45772 -4.13190
H: -5.41901 3.28484 -3.35334
H: -7.19115 4.48231 -4.87302
H: -5.87739 5.70288 -5.52378
H: -6.30277 2.49487 -6.07034
H: -6.08931 4.95742 -8.24842
H: -7.62831 4.04789 -7.63083
H: -6.36680 3.04395 -8.62704
H: -4.02011 2.86270 -7.73938
H: -3.47427 4.09374 -6.41128
H: -4.58308 1.68555 -4.87776
H: -3.41636 0.91974 -6.27562
H: -0.98949 2.08895 -5.32834
H: -1.56547 1.80945 -2.17152
H: -1.28621 0.32112 -3.32614
H: -4.38704 1.31936 -2.71922
H: -3.39594 0.48211 -1.33150
H: -2.95145 -1.66435 -2.81147
H: -4.00864 -0.89386 -4.27963
H: -4.87827 -1.69124 -1.26539
H: -5.55679 -2.51453 -2.90118
H: -8.34847 -0.69377 -3.47831
C: -2.72524 4.95789 2.62209
Cl: -2.04150 4.92829 0.98777
Cl: -3.20647 6.60465 3.06533
Cl: -4.10602 3.85366 2.73896
H: -1.95638 4.62331 3.32319
C: 1.66245 1.47074 -3.46885
Cl: 1.54546 -0.09184 -2.64180
Cl: 2.47432 2.66118 -2.43755
Cl: 2.51871 1.29630 -5.01025
H: 0.65025 1.82760 -3.67563
C: 5.67845 -1.12663 -4.12956
Cl: 4.55264 -2.40355 -4.62089
Cl: 4.80623 0.20813 -3.35659
Cl: 6.91664 -1.77418 -3.04002
H: 6.17430 -0.74164 -5.02431
C: 0.36125 2.00237 3.12405
Cl: 1.04499 1.97276 1.48974
Cl: -0.11998 3.64913 3.56729
Cl: -1.01953 0.89814 3.24093
H: 1.13011 1.66778 3.82516
C: -8.78231 7.28138 -6.45776
Cl: -7.88265 7.07634 -7.97035
Cl: -9.93512 5.95428 -6.23486
Cl: -7.67105 7.37777 -5.08105
H: -9.34243 8.21824 -6.51448
C: -1.96541 -3.77160 -0.46229
Cl: -1.28167 -3.80121 -2.09660
Cl: -2.44664 -2.12484 -0.01905
Cl: -3.34619 -4.87583 -0.34542
H: -1.19655 -4.10619 0.23882
C: 3.33186 0.19063 6.07660
Cl: 3.75312 1.76994 6.76046
Cl: 1.93002 -0.49634 6.91492
Cl: 3.01087 0.33034 4.33965
H: 4.18111 -0.48299 6.21680
C: -5.14444 8.79233 6.25001
Cl: -3.66819 9.02077 7.20283
Cl: -6.39081 9.94975 6.74680
Cl: -4.79942 8.95438 4.51962
H: -5.51977 7.78228 6.43323
C: -1.30855 -2.15330 5.93543
Cl: -0.62481 -2.18291 4.30111
Cl: -1.78978 -0.50655 6.37867
Cl: -2.68933 -3.25753 6.05230
H: -0.53969 -2.48789 6.63654
C: 4.13935 -5.99721 -7.11282
Cl: 3.26272 -5.25646 -5.76295
Cl: 3.56835 -5.34478 -8.65818
Cl: 5.88389 -5.74213 -6.93654
H: 3.94559 -7.07283 -7.10046
C: 9.61158 -0.27460 -0.74072
Cl: 10.25111 1.30891 -1.21280
Cl: 10.72059 -1.56559 -1.23397
Cl: 9.32560 -0.33429 1.00690
H: 8.65719 -0.42672 -1.25126
C: 8.56667 -4.17760 0.65998
Cl: 7.69003 -3.43684 2.00985
Cl: 7.99567 -3.52516 -0.88538
Cl: 10.31120 -3.92252 0.83626
H: 8.37290 -5.25321 0.67234
C: 3.67539 2.91549 10.25989
Cl: 2.09321 2.83400 11.05326
Cl: 3.94270 4.52521 9.56909
Cl: 4.96629 2.50692 11.40277
H: 3.69111 2.18497 9.44704
C: 8.93169 2.29905 -4.95520
Cl: 9.11830 3.65045 -3.82460
Cl: 10.41908 1.33870 -5.02766
Cl: 7.55726 1.28277 -4.48867
H: 8.73631 2.70695 -5.95024
C: -6.25271 -1.73521 7.74857
Cl: -4.77647 -1.50678 8.70140
Cl: -7.49908 -0.57780 8.24537
Cl: -5.90770 -1.57317 6.01819
H: -6.62804 -2.74527 7.93180
C: 3.60784 -9.33382 -4.38268
Cl: 5.08408 -9.10539 -3.42986
Cl: 2.36147 -8.17641 -3.88589
Cl: 3.95286 -9.17178 -6.11307
H: 3.23251 -10.34387 -4.19946
C: 5.40686 -10.91081 -0.13099
Cl: 5.59347 -9.55941 0.99961
Cl: 6.89425 -11.87116 -0.20346
Cl: 4.03244 -11.92709 0.33554
H: 5.21149 -10.50291 -1.12603
C: 2.81931 6.09124 2.36580
Cl: 3.42615 4.46905 2.73943
Cl: 1.38804 5.99567 1.32553
Cl: 2.44732 6.97487 3.85589
H: 3.59995 6.63564 1.82833
C: 9.39206 -11.00155 2.73439
Cl: 10.32206 -9.52879 2.40970
Cl: 10.30714 -12.43653 2.24112
Cl: 8.95978 -11.09891 4.44996
H: 8.47011 -10.96286 2.14859
C: 3.52211 -2.70794 -0.00490
Cl: 4.12895 -4.33013 0.36873
Cl: 2.09083 -2.80351 -1.04517
Cl: 3.15012 -1.82431 1.48519
H: 4.30275 -2.16354 -0.54237
C: 8.41394 -7.86371 6.62483
Cl: 7.53731 -7.12296 7.97470
Cl: 7.84294 -7.21128 5.07946
Cl: 10.15847 -7.60863 6.80111
H: 8.22018 -8.93933 6.63719
C: -6.86325 0.57324 11.94077
Cl: -8.44543 0.49174 12.73413
Cl: -6.59594 2.18295 11.24996
Cl: -5.57235 0.16466 13.08364
H: -6.84754 -0.15729 11.12791

## Properties
**Molar mass**: 2899.778 g/mol
**Net charge**: +1
**Maximum force**: 0.168 Eh/bohr
**E_HOMO**: -10.211 eV
**Gap between HOMO and LUMO**: 7.412 eV

Atom charges from the Mulliken analysis, given in e for atoms 1 to 2: atom 1 (C): -1.02, atom 2 (C): 0.28

***

No. 4
Density functional theory data (ωB97M-V/def2-TZVPD) for a single C18H19N3O3S molecule at a distorted geometry.

Positions of all 44 atoms, in Å:
C: 2.50308 -5.01662 -5.21895
O: 2.44220 -4.18657 -4.06874
C: 1.32896 -3.45404 -3.93625
O: 0.42140 -3.48028 -4.73011
C: 1.34089 -2.61363 -2.70914
C: 2.42908 -2.62010 -1.82535
C: 2.40367 -1.82997 -0.70086
C: 1.29526 -1.02119 -0.43748
C: 1.25898 -0.18111 0.75322
O: 2.15385 -0.12425 1.56978
N: 0.08760 0.58902 0.91310
C: 0.04516 1.43253 2.11175
C: -0.00341 2.92519 1.79038
C: 0.15484 3.71394 3.08790
C: -0.94144 3.33344 4.07852
C: -0.90479 1.83645 4.37110
C: -1.06846 1.03799 3.08023
C: -0.90142 0.50779 -0.01934
S: -2.36606 1.46720 0.17078
C: -3.25298 0.92232 -1.34162
C: -4.54264 1.54804 -1.38544
N: -5.57077 2.04482 -1.42143
N: -0.88265 -0.22799 -1.07498
C: 0.20503 -1.01320 -1.32103
C: 0.23690 -1.81787 -2.46220
H: 3.45299 -5.54197 -5.16503
H: 1.67129 -5.72408 -5.22037
H: 2.44900 -4.41152 -6.12632
H: 3.27862 -3.24823 -2.03875
H: 3.22589 -1.81309 -0.00169
H: 1.00354 1.22876 2.60478
H: -0.95564 3.18946 1.32852
H: 0.79984 3.17670 1.09419
H: 0.10874 4.78264 2.87257
H: 1.13232 3.50074 3.52579
H: -0.81258 3.89434 5.00562
H: -1.91485 3.59590 3.65876
H: -1.70318 1.57244 5.06642
H: 0.04783 1.57933 4.83916
H: -2.04762 1.25464 2.65110
H: -1.01155 -0.03292 3.28778
H: -3.34848 -0.16373 -1.30144
H: -2.65294 1.20793 -2.20691
H: -0.59552 -1.81928 -3.14802

## Properties
**Molar mass**: 357.435 g/mol
**SMILES**: COC(=O)c1ccc2c(=O)n(C3CCCCC3)c(SCC#N)nc2c1
**Maximum force**: 0.022 Eh/bohr
**E_HOMO**: -8.793 eV
**ΔE to the lowest compared entry with this formula, charge and spin**: 29.91 kcal per mole
**Gap between HOMO and LUMO**: 8.510 eV

Atom charges from the Mulliken analysis, given in e for atoms 1 to 2: atom 1 (C): -0.66, atom 2 (O): -0.29